DFT (ωB97M-V/def2-TZVPD) results for a single C18H20N2O4 molecule.

Gap between HOMO and LUMO: 9.5 eV
Spin multiplicity: 1
HOMO energy: -8.95 eV
E: -30159.470 eV
SMILES string: N[C@@H](Cc1ccccc1)C(=O)N[C@@H](Cc1ccc(O)cc1)C(=O)O
Total charge: 0

Each line ends with the Löwdin charge.
Geometry (Å):
N: 2.37525 -2.18411 0.73627  0.05
C: 2.05404 -0.79425 0.32569  -0.28
C: 2.89880 -0.33170 -0.95014  -0.07
C: 4.36835 -0.06358 -0.54252  -0.20
C: 4.87570 1.28521 -0.59273  -0.04
C: 6.20169 1.57175 -0.40199  -0.12
C: 7.13458 0.56157 -0.19522  -0.10
C: 6.62888 -0.74177 0.00097  -0.10
C: 5.26583 -1.05213 -0.15772  -0.06
C: 0.52185 -0.71456 0.25109  -0.41
O: -0.19471 -1.69338 0.11354  0.05
N: 0.01289 0.59319 0.30683  0.10
C: -1.43447 0.75137 0.09955  -0.20
C: -2.33104 -0.05213 1.09199  -0.08
C: -3.79415 -0.18469 0.64549  -0.24
C: -4.06484 -1.30474 -0.27493  0.01
C: -5.36875 -1.57045 -0.75676  0.01
C: -6.36604 -0.57862 -0.52637  -0.32
O: -7.52870 -0.53969 -1.31554  0.03
C: -6.13785 0.46028 0.32116  -0.02
C: -4.84268 0.57081 0.96693  -0.07
C: -1.71591 2.31034 0.10988  -0.45
O: -0.78124 3.09056 0.13393  0.10
O: -2.95514 2.60361 -0.29015  0.11
H: 2.28155 -2.24428 1.72815  0.07
H: 1.67241 -2.71633 0.20644  0.08
H: 2.36055 -0.10111 1.12797  0.15
H: 2.36592 0.58280 -1.10539  0.08
H: 2.76513 -0.93138 -1.87126  0.13
H: 4.25214 2.08812 -0.86399  0.09
H: 6.53401 2.59191 -0.33011  0.10
H: 8.30613 0.53311 -0.10312  0.14
H: 7.28788 -1.60637 0.26872  0.11
H: 4.95002 -2.07661 0.12342  0.11
H: 0.52968 1.45689 0.56749  0.15
H: -1.70011 0.47829 -1.01122  0.19
H: -1.83439 -0.95250 1.38974  0.10
H: -2.34215 0.58947 1.96504  0.12
H: -3.12616 -1.80009 -0.71442  0.14
H: -5.70832 -2.27309 -1.56250  0.13
H: -8.04420 0.14535 -0.83966  0.10
H: -6.95644 1.09139 0.65319  0.12
H: -4.90485 1.38026 1.63168  0.11
H: -3.51110 1.77131 -0.35945  0.11

DFT (ωB97M-V/def2-TZVPD) results for a single C5H12S2 molecule.

Gap between HOMO and LUMO: 9.3 eV
Spin multiplicity: 1
HOMO energy: -8.41 eV
E: -27049.439 eV
SMILES string: CCSCSCC
Total charge: 0

Each line ends with the Löwdin charge.
Geometry (Å):
C: -2.47938 1.24478 0.38018  -0.17
C: -2.05161 0.32134 -0.76003  -0.57
S: -1.61069 -1.37002 -0.27439  0.78
C: -0.48920 -1.21287 1.15047  -0.75
S: 0.89125 0.06835 0.96617  0.78
C: 1.85404 -0.56693 -0.35411  -0.61
C: 3.15385 0.19295 -0.51327  -0.17
H: -1.56265 1.49078 1.03172  0.06
H: -2.78155 2.18617 0.03469  0.04
H: -3.28264 0.77086 0.97588  0.08
H: -2.93706 0.10853 -1.32666  0.04
H: -1.37888 0.77802 -1.47463  0.07
H: 0.00147 -2.17436 1.20981  0.01
H: -1.04738 -0.89822 2.10516  0.06
H: 1.98968 -1.57246 -0.06070  0.05
H: 1.20080 -0.47538 -1.26212  0.08
H: 3.04496 0.99044 -1.26603  0.08
H: 3.90252 -0.55565 -0.87553  0.09
H: 3.58248 0.67366 0.31338  0.04

DFT (ωB97M-V/def2-TZVPD) results for a single C4H10BN molecule.

Gap between HOMO and LUMO (alpha / beta): 6.8 / 6.8 eV
Spin multiplicity: 1
HOMO energy (alpha / beta): -7.30 / -7.31 eV
E: -6471.443 eV
Total charge: 0

Each line ends with the Löwdin charge.
Geometry (Å):
B: 1.38975 -0.32281 0.76568  0.33
C: -0.88538 0.22854 -0.39199  -0.21
C: -1.38845 0.74176 0.97233  -0.41
C: 0.64729 0.17320 -0.48481  -0.41
C: 1.06641 -0.81517 -1.52371  -0.11
N: -0.90279 -0.18973 1.94138  -0.06
H: 2.12155 -0.43604 1.65403  0.03
H: -1.24209 -0.86768 -0.41380  0.14
H: -1.34060 0.71672 -1.18115  0.08
H: -0.92024 1.73226 1.33690  0.11
H: -2.57530 0.88599 0.80928  0.13
H: 0.96476 1.10658 -0.85577  0.12
H: 0.79665 -0.41564 -2.47710  0.08
H: 0.53607 -1.77802 -1.33984  0.10
H: 2.20845 -1.05603 -1.52123  0.11
H: -0.47608 0.29607 2.70980  -0.03

DFT (ωB97M-V/def2-TZVPD) results for a gas-phase ion, C3H8NOS (charge -1).

Gap between HOMO and LUMO: 6.0 eV
Spin multiplicity: 1
HOMO energy: -2.82 eV
E: -17612.718 eV
SMILES string: [O-]CNCCS
Total charge: -1

Each line ends with the Löwdin charge.
Geometry (Å):
O: -1.93152 2.33525 -0.00183  -0.30
C: -0.90728 1.83929 0.60857  -0.54
N: -0.93243 0.20285 0.59568  -0.10
C: -0.28361 -0.54176 -0.43757  -0.39
C: 1.08703 -0.90772 0.15488  -0.55
S: 2.08973 -2.10398 -0.88067  0.58
H: 0.11004 1.94200 0.14190  0.07
H: -0.72974 1.97026 1.68455  0.06
H: -1.81816 -0.16901 0.90375  0.06
H: -0.74614 -1.48148 -0.74585  0.09
H: -0.19402 0.08624 -1.38109  0.12
H: 1.60836 0.00370 0.41696  0.05
H: 0.89384 -1.56256 1.00808  0.04
H: 1.75390 -1.61308 -2.06735  -0.20

DFT (ωB97M-V/def2-TZVPD) results for a molecular structure, C11H20N2O2PPdS3.

Gap between HOMO and LUMO (alpha / beta): 7.6 / 6.1 eV
Spin multiplicity: 2
HOMO energy (alpha / beta): -14.92 / -15.09 eV
E: -64067.944 eV
Total charge: +2

Each line ends with the Löwdin charge.
Geometry (Å):
Pd: 0.93192 0.23270 0.60062  0.36
C: 0.05375 2.30105 -0.90209  -0.11
C: -1.07337 2.72688 -0.20634  -0.08
C: -2.17606 1.88889 -0.09196  -0.07
C: -2.14876 0.60928 -0.63600  -0.07
C: -1.02501 0.16880 -1.32497  -0.12
C: 0.08211 1.02351 -1.48469  -0.22
H: 0.87042 2.98949 -1.08216  0.12
H: -1.09791 3.71952 0.22171  0.12
H: -3.06587 2.23860 0.41391  0.12
H: -3.01506 -0.03352 -0.55733  0.12
H: -1.02610 -0.79210 -1.82411  0.10
H: 0.87366 0.77456 -2.18158  0.08
C: 3.81733 -1.93963 4.69719  -0.06
C: 2.45108 -1.36822 4.93331  -0.17
O: 1.69047 -1.26266 3.64324  -0.30
P: 1.63078 -0.03902 2.71006  0.24
S: 1.72966 -1.87104 -0.00075  0.25
S: -0.23443 0.61077 2.57734  0.50
O: 2.85180 0.83856 3.05474  -0.27
C: 3.56166 1.84160 2.23932  -0.20
C: 4.31425 1.19690 1.10818  -0.07
H: 4.28081 -2.13886 5.66426  0.10
H: 4.45950 -1.24556 4.15719  0.08
H: 3.75568 -2.88312 4.15754  0.09
H: 2.46007 -0.36959 5.36511  0.12
H: 1.80543 -2.01963 5.51415  0.13
H: 4.22760 2.30922 2.95894  0.14
H: 2.82472 2.57994 1.92062  0.12
H: 4.94904 0.38864 1.46994  0.09
H: 4.95852 1.94702 0.64858  0.10
H: 3.64878 0.80420 0.33518  0.04
N: 0.58876 -4.18626 -1.80056  0.16
C: 1.51183 -3.53378 -2.46744  -0.74
N: 2.12620 -4.04039 -3.51742  0.17
S: 1.98061 -1.89672 -2.04075  0.60
H: 0.34186 -5.14271 -2.01163  0.15
H: 0.15645 -3.75130 -0.99767  0.08
H: 1.84959 -4.92172 -3.92744  0.15
H: 2.86470 -3.52700 -3.97494  0.13

Question: spin multiplicity of number 1 (C18H20N2O4)?
Answer: 1

Question: Which of these has the highest total charge?
Answer: C11H20N2O2PPdS3